The following is a quantum chemistry calculation of a structure of composition C36H26IN2O2PPd, from OMol25.

Each line ends with the Löwdin charge.
Atoms and positions in Å:
I1 -2.176 1.720 1.028  1.32
Pd1 -0.315 0.103 0.330  0.51
P1 -1.271 -1.556 1.564  1.02
O1 1.440 1.087 1.257  -0.04
O2 -1.081 -0.361 -1.734  -0.05
N1 2.441 -0.718 0.269  0.16
N2 1.326 -0.920 -0.297  -0.07
C1 -1.016 -4.656 -1.088  -0.06
C2 -0.668 -3.671 -0.176  -0.11
C3 1.987 -2.543 4.628  -0.04
C4 -4.029 -2.864 4.102  -0.02
C5 -2.340 -4.818 -1.467  -0.04
C6 4.523 -0.611 2.140  -0.01
C7 0.923 -2.902 -3.460  -0.02
C8 0.045 -1.997 2.715  -0.36
C9 -4.732 -0.576 3.768  -0.14
C10 3.512 0.356 2.194  -0.17
C11 1.479 -1.724 -1.441  -0.02
C12 -5.667 0.439 4.088  0.00
C13 -2.965 -2.631 3.221  -0.07
C14 -1.655 -2.869 0.398  -0.35
C15 -2.757 -1.416 2.599  -0.29
C16 1.509 -3.560 3.816  -0.04
C17 -3.650 -0.331 2.868  -0.18
C18 -2.987 -3.027 -0.001  -0.07
C19 5.568 -0.557 3.045  -0.05
C20 3.559 1.380 3.146  -0.01
C21 4.608 1.429 4.040  -0.04
C22 -1.278 -2.621 -4.458  -0.01
C23 -4.895 -1.847 4.365  0.01
C24 0.523 -0.978 3.544  -0.10
C25 0.535 -3.295 2.864  -0.08
C26 -0.767 -1.274 -2.505  -0.31
C27 -3.602 0.990 2.350  -0.58
C28 -4.510 1.964 2.671  -0.15
C29 0.567 -1.945 -2.417  -0.10
C30 1.483 -1.255 4.501  -0.05
C31 -3.323 -3.995 -0.931  -0.04
C32 -1.671 -1.711 -3.553  0.01
C33 2.387 0.298 1.280  -0.37
C34 5.608 0.460 3.991  -0.03
C35 -5.567 1.685 3.556  -0.04
C36 0.045 -3.226 -4.417  -0.02
H1 0.370 -3.551 0.104  0.10
H2 -4.432 2.960 2.255  0.10
H3 6.433 0.509 4.689  0.12
H4 6.355 -1.297 3.007  0.12
H5 4.659 2.221 4.773  0.12
H6 1.841 -0.466 5.147  0.12
H7 2.779 2.130 3.168  0.13
H8 -2.288 -3.457 3.033  0.11
H9 4.494 -1.387 1.389  0.11
H10 -0.251 -5.301 -1.498  0.12
H11 -1.947 -2.912 -5.257  0.13
H12 0.143 0.033 3.448  0.11
H13 1.905 -3.356 -3.426  0.13
H14 -4.147 -3.835 4.560  0.12
H15 2.743 -2.756 5.371  0.12
H16 0.136 -4.110 2.277  0.10
H17 0.312 -3.945 -5.179  0.12
H18 2.460 -2.178 -1.508  0.14
H19 -2.609 -5.587 -2.177  0.12
H20 -2.640 -1.232 -3.591  0.13
H21 -3.764 -2.411 0.431  0.12
H22 -6.279 2.460 3.799  0.13
H23 -6.466 0.195 4.775  0.13
H24 -5.727 -1.990 5.042  0.13
H25 1.881 -4.569 3.932  0.12
H26 -4.356 -4.118 -1.226  0.12

Cartesian forces (eV/Å) of the 2 atoms listed first:
0.3 0.0 -0.3
-0.6 0.2 0.2

Values from the calculation:
frontier orbital gap (spin up / spin down): 5.88 / 5.88 eV
net charge: +2
relative energy (zero: lowest compared OMol25 entry of this formula, charge and spin): 26.8 kJ/mol
largest force on an atom: 1.15 eV/Å
LUMO energy (spin up / spin down): -7.9 / -7.9 eV